# 1
ORCA calculation (the ωB97M-V functional and the def2-TZVPD basis) on a single C4H9NO2 molecule in a non-equilibrium geometry.

Computed properties:
SMILES: CNCC(=O)OC
Strongest force on any atom in eV/A: 1.51

XYZ file:
```
16
C4H9NO2 (the ωB97M-V functional and the def2-TZVPD basis)
H -0.147 -0.876 1.766
C 2.970 0.097 -0.356
H -3.043 0.922 0.679
H -1.710 -1.336 -0.346
N -1.797 -0.693 0.424
O 0.416 -0.360 -1.365
H 3.232 -0.901 -0.725
H -0.639 0.740 1.376
H -3.342 0.034 -0.868
C -0.494 -0.253 0.921
O 1.760 0.110 0.404
H 2.987 0.798 -1.207
C -2.566 0.409 -0.163
H 3.725 0.382 0.374
C 0.583 -0.180 -0.172
H -1.935 1.108 -0.744
```

---

# 2
ORCA calculation (the ωB97M-V functional and the def2-TZVPD basis) on a single C4H9NO2 molecule.

Computed properties:
SMILES: COC/C(C)=N\O
Strongest force on any atom in eV/A: 0.66

XYZ file:
```
16
C4H9NO2 (the ωB97M-V functional and the def2-TZVPD basis)
N 1.430 0.973 -0.633
H 0.097 -1.897 -0.930
C 0.423 0.889 0.146
O 2.249 -0.158 -0.569
H -1.612 -1.719 -1.337
H -0.423 2.683 -0.695
H -0.198 0.049 2.000
H 0.903 -0.997 1.100
H 2.844 -0.016 -1.316
O -1.105 -0.917 0.485
H -1.126 -2.894 -0.102
H -0.491 2.607 1.081
C -0.916 -1.898 -0.513
C -0.566 2.018 0.159
H -1.571 1.586 0.124
C 0.062 -0.306 1.000
```

---

# 3
ORCA calculation (the ωB97M-V functional and the def2-TZVPD basis) on a single C4H9NO2 molecule in a non-equilibrium geometry.

Computed properties:
SMILES: COC/C(C)=N\O
Strongest force on any atom in eV/A: 1.66

XYZ file:
```
16
C4H9NO2 (the ωB97M-V functional and the def2-TZVPD basis)
C -0.004 0.068 1.400
N -0.994 0.803 -0.644
H -0.160 -2.122 -0.191
C 1.588 0.327 -0.637
O 1.341 -0.007 0.749
O -0.631 2.046 -0.115
H 1.368 1.358 -0.971
C -1.094 -1.543 -0.243
C -0.851 -0.137 0.211
H -0.131 -0.731 2.160
H 2.657 0.205 -0.491
H -1.449 -1.526 -1.273
H -0.904 2.644 -0.819
H 1.211 -0.377 -1.412
H -0.116 1.042 1.886
H -1.830 -2.050 0.390
```

---

# 4
ORCA calculation (the ωB97M-V functional and the def2-TZVPD basis) on a single C4H9NO2 molecule in a non-equilibrium geometry.

Computed properties:
SMILES: C[C@@H](O)/C=C(\N)O
Strongest force on any atom in eV/A: 1.24

XYZ file:
```
16
C4H9NO2 (the ωB97M-V functional and the def2-TZVPD basis)
H -0.229 0.417 -1.440
H 1.260 -2.337 0.245
H -2.300 -0.904 -1.022
C 1.459 -0.653 0.427
H -2.655 0.834 -1.043
C -2.124 0.044 -0.502
C -0.636 0.348 -0.415
H 3.237 0.415 0.380
O 2.056 -1.850 0.569
H -0.398 -1.240 1.116
O -0.393 1.602 0.255
H -0.796 2.297 -0.278
C 0.094 -0.709 0.305
H -2.543 -0.033 0.506
N 2.231 0.445 0.396
H 1.737 1.322 0.499
```

---

# 5
ORCA calculation (the ωB97M-V functional and the def2-TZVPD basis) on a single C4H9NO2 molecule in a non-equilibrium geometry.

Computed properties:
SMILES: C[C@@]1(O)CNOC1
Strongest force on any atom in eV/A: 3.80

XYZ file:
```
16
C4H9NO2 (the ωB97M-V functional and the def2-TZVPD basis)
C 0.337 -0.374 0.088
C 0.795 1.073 0.045
H -1.336 -0.853 -1.444
H 0.549 -0.466 2.373
H 0.485 1.522 1.055
H 1.270 -1.715 1.216
H -0.406 -1.637 1.592
C 0.487 -1.055 1.401
O 1.034 -1.093 -0.863
H 1.231 -0.513 -1.589
H -2.021 -0.339 0.298
H -1.764 1.482 -1.629
N -1.285 1.271 -0.767
O 0.069 1.760 -0.939
H 1.818 1.072 -0.310
C -1.263 -0.135 -0.528
```

---

# 6
ORCA calculation (the ωB97M-V functional and the def2-TZVPD basis) on a single C4H9NO2 molecule.

Computed properties:
SMILES: C[C@@H](CO)NC=O
Strongest force on any atom in eV/A: 0.59

XYZ file:
```
16
C4H9NO2 (the ωB97M-V functional and the def2-TZVPD basis)
H 2.950 -0.122 -0.711
C -1.206 1.340 -0.472
H -0.216 0.894 1.403
H 0.502 -2.232 1.118
O -0.184 -1.682 1.520
C -0.765 -0.951 0.462
H -1.862 -0.934 0.572
N 1.115 0.553 -0.139
H 1.615 1.412 0.034
C 1.893 -0.456 -0.608
C -0.259 0.492 0.380
H -0.535 -1.438 -0.485
O 1.542 -1.590 -0.893
H -2.163 1.485 0.041
H -1.389 0.860 -1.440
H -0.803 2.338 -0.666
```

---

# 7
ORCA calculation (the ωB97M-V functional and the def2-TZVPD basis) on 2 unconnected molecules or ions with the total composition C4H9NO2.

Computed properties:
SMILES: [H]/N=C\COC.C=O
Strongest force on any atom in eV/A: 0.49

XYZ file:
```
16
C4H9NO2 (the ωB97M-V functional and the def2-TZVPD basis)
H 2.981 -2.034 -1.122
H 3.773 -1.047 0.250
C 3.379 -1.061 -0.782
H -3.203 -0.060 1.841
O 3.418 -0.092 -1.505
C -0.847 0.670 -0.286
H -0.764 1.752 -0.082
H 1.156 0.500 -1.243
H -2.698 1.586 1.367
H -3.433 0.493 0.158
C -2.772 0.539 1.036
N 1.028 -0.815 0.294
H -1.393 0.568 -1.240
C 0.536 0.093 -0.437
O -1.504 0.003 0.754
H 0.342 -1.095 1.000
```

---

# 8
ORCA calculation (the ωB97M-V functional and the def2-TZVPD basis) on a single C4H9NO2 molecule in a non-equilibrium geometry.

Computed properties:
SMILES: CO[N+]([O-])=C(C)C
Strongest force on any atom in eV/A: 4.56

XYZ file:
```
16
C4H9NO2 (the ωB97M-V functional and the def2-TZVPD basis)
H 2.709 1.485 0.388
C -2.032 0.539 -0.559
H -1.870 1.518 -0.559
C -0.955 -1.520 0.618
H -2.216 0.070 -1.430
H -0.140 -1.658 1.481
O 0.439 1.632 -0.540
O 1.453 -0.180 0.405
H -2.830 0.521 0.189
C 2.599 0.510 0.003
H 3.363 -0.069 0.511
H -2.051 -1.527 0.855
N 0.277 0.458 -0.158
H 2.784 0.583 -1.074
H -0.690 -2.199 -0.104
C -0.841 -0.162 -0.027
```

---

# 9
ORCA calculation (the ωB97M-V functional and the def2-TZVPD basis) on 2 unconnected molecules or ions with the total composition C4H9NO2.

Computed properties:
SMILES: [H]/N=C\C.COC=O
Strongest force on any atom in eV/A: 0.53

XYZ file:
```
16
C4H9NO2 (the ωB97M-V functional and the def2-TZVPD basis)
H -0.552 -1.936 -1.105
C 1.423 -0.969 -2.401
O 0.339 1.847 0.891
H -1.495 2.572 0.365
H 1.361 -0.265 -3.239
H 1.078 -1.952 -2.738
H 0.921 0.511 -0.832
H 2.481 -1.041 -2.124
H -1.690 -0.308 3.141
C -0.946 0.115 2.467
C 0.625 -0.462 -1.235
H -0.570 -0.638 1.770
N -0.352 -1.036 -0.658
O -1.636 1.126 1.720
C -0.867 1.882 0.947
H -0.120 0.556 3.031
```

---

# 10
ORCA calculation (the ωB97M-V functional and the def2-TZVPD basis) on a single C4H9NO2 molecule.

Computed properties:
SMILES: CNCC(=O)OC
Strongest force on any atom in eV/A: 0.51

XYZ file:
```
16
C4H9NO2 (the ωB97M-V functional and the def2-TZVPD basis)
H 1.530 1.943 -2.368
C 1.410 1.175 -1.597
N 0.713 1.754 -0.455
O -1.311 -0.032 -0.385
H -2.496 -1.626 1.272
H 0.901 0.309 -2.051
C 0.625 0.862 0.680
C -1.560 -2.139 1.039
C -0.455 -0.196 0.456
H 2.412 0.867 -1.282
H 1.607 0.440 0.907
H -1.588 -2.447 -0.008
O -0.447 -1.258 1.269
H -0.248 1.917 -0.739
H -1.419 -3.000 1.690
H 0.326 1.430 1.571
```

---

# 11
ORCA calculation (the ωB97M-V functional and the def2-TZVPD basis) on a single C4H9NO2 molecule in a non-equilibrium geometry.

Computed properties:
SMILES: C[C@@H](O)CC(N)=O
Strongest force on any atom in eV/A: 3.99

XYZ file:
```
16
C4H9NO2 (the ωB97M-V functional and the def2-TZVPD basis)
H 0.171 2.107 -1.993
C -0.795 -0.970 0.968
H -1.081 -2.936 0.797
H -0.225 2.594 -0.338
N -0.399 -2.246 1.075
H 1.447 2.156 -0.768
H -1.214 0.281 -0.465
H 0.662 -0.659 -2.111
H 1.278 -0.188 1.175
O -1.977 -0.702 0.743
H -0.054 0.963 1.537
H 0.563 -2.499 1.189
O 0.954 -0.420 -1.227
C 0.387 1.913 -0.935
C 0.030 0.482 -0.559
C 0.255 0.123 0.912
```

---

# 12
ORCA calculation (the ωB97M-V functional and the def2-TZVPD basis) on a single C4H9NO2 molecule in a non-equilibrium geometry.

Computed properties:
SMILES: C[C@H](N)CC(=O)O
Strongest force on any atom in eV/A: 2.51

XYZ file:
```
16
C4H9NO2 (the ωB97M-V functional and the def2-TZVPD basis)
H -1.098 1.381 -1.364
C 0.662 0.733 1.754
H -0.837 -0.911 0.380
O 0.728 1.787 2.333
N -1.409 0.827 -0.568
H -0.920 -1.351 -2.217
C -0.072 -1.016 -1.630
H 1.666 -0.390 0.269
H -2.189 0.360 -1.026
C -0.392 -0.219 -0.331
H 0.534 -1.844 -1.249
O 0.353 -0.399 2.507
H 0.524 -0.383 -2.297
H 0.353 -0.028 3.386
H 1.241 1.129 -0.296
C 0.858 0.324 0.351
```

---

In order of appearance, HOMO-LUMO gap = 10.00, 10.59, 10.58, 8.50, 9.56, 10.70, 10.41, 9.33, 11.08, 10.05, 10.33, 10.60 eV.
In order of appearance, energy relative to the best compared isomer or geometry (same formula, charge and spin) = 32.5, 76.2, 96.4, 49.6, 93.6, 23.3, 68.0, 128.5, 39.7, 28.7, 38.9, 19.0 kcal per mole.
In order of appearance, E_tot = -363.0337, -362.9641, -362.9319, -363.0065, -362.9364, -363.0483, -362.9771, -362.8808, -363.0223, -363.0399, -363.0236, -363.0553 hartree.